Entry from OMol25: C6H10O5 as an isolated structure in a non-equilibrium geometry (ωB97M-V/def2-TZVPD).

Properties
- HOMO energy (eV) = -8.600
- largest force on an atom (eV/A) = 5.9
- energy above the lowest of the compared OMol25 structures with the same formula, charge and spin (kcal per mole) = 81.2

Geometry as ORCA input:
```
! wB97M-V def2-TZVPD RIJCOSX def2/J DEFGRID3
* xyz 0 1
C 0.396 3.779 -0.801
C 0.158 2.409 -0.413
C 0.340 1.735 0.738
C -0.703 -1.693 -1.215
C -0.430 -0.031 0.947
C 0.251 -0.959 -0.146
O -0.053 4.081 -1.904
O -0.403 1.661 -1.450
O 0.875 2.263 1.829
O 0.009 -0.268 2.297
O 1.387 -0.437 -0.788
H 0.825 4.450 -0.054
H -0.008 -2.396 -1.681
H -1.320 -0.951 -1.764
H -1.255 -2.407 -0.722
H -1.477 0.065 0.973
H 0.635 -1.755 0.465
H -0.533 2.415 -2.124
H 0.549 1.604 2.488
H 0.957 -0.251 2.388
H 1.140 0.263 -1.425
*
```



Entry from OMol25: C3H4N2OS as an isolated structure in a non-equilibrium geometry (ωB97M-V/def2-TZVPD).

Properties
- HOMO energy (eV) = -9.255
- largest force on an atom (eV/A) = 3.6
- energy above the lowest of the compared OMol25 structures with the same formula, charge and spin (kcal per mole) = 39.8

Geometry as ORCA input:
```
! wB97M-V def2-TZVPD RIJCOSX def2/J DEFGRID3
* xyz 0 1
C -0.248 0.145 -0.279
C 0.697 -0.579 0.351
C -1.415 0.863 0.115
N 1.695 -0.970 -0.530
N 1.494 -0.745 -1.732
O 0.974 -0.879 1.621
S 0.089 0.052 -1.948
H -2.304 0.322 0.009
H -1.367 1.099 1.214
H -1.545 1.797 -0.388
H 1.931 -1.105 1.569
*
```



Entry from OMol25: C3H12BPtSi as an isolated structure in a non-equilibrium geometry (ωB97M-V/def2-TZVPD).

Properties
- HOMO energy (eV) = -13.601
- largest force on an atom (eV/A) = 5.7

Geometry as ORCA input:
```
! wB97M-V def2-TZVPD RIJCOSX def2/J DEFGRID3
* xyz 1 1
B 0.830 -0.919 1.276
Si -0.200 0.033 -0.058
C -0.837 1.703 0.758
C -1.837 -0.910 -0.582
C 0.979 0.401 -1.536
H 0.645 -2.098 1.196
H 1.995 -0.715 1.081
H 0.519 -0.626 2.390
H 0.045 2.474 0.812
H -1.269 1.380 1.802
H -1.762 2.084 0.119
H -2.711 -0.577 0.144
H -1.686 -2.070 -0.542
H -2.105 -0.485 -1.645
H 0.613 -0.143 -2.505
H 2.081 0.040 -1.274
H 1.010 1.556 -1.725
Pt 3.689 -1.128 0.289
*
```



Entry from OMol25: a 2-piece molecular cluster, CH3IN2O overall in a non-equilibrium geometry (ωB97M-V/def2-TZVPD).

Properties
- SMILES string = O=NI.C=N
- HOMO energy (eV) = -9.475
- largest force on an atom (eV/A) = 2.8
- energy above the lowest of the compared OMol25 structures with the same formula, charge and spin (kcal per mole) = 65.8

Geometry as ORCA input:
```
! wB97M-V def2-TZVPD RIJCOSX def2/J DEFGRID3
* xyz 0 1
C -1.045 -0.466 0.200
N -1.410 0.585 -0.366
N 1.225 0.576 0.291
O 1.451 1.367 -0.538
I 2.690 -0.778 0.873
H -0.404 -1.266 -0.301
H -1.355 -0.707 1.189
H -1.151 0.690 -1.346
*
```



Entry from OMol25: a 3-piece molecular cluster, C14H22BCl2F2O9P overall in a non-equilibrium geometry (ωB97M-V/def2-TZVPD).

Properties
- SMILES string = CCB(O)P(CCC(=O)O)[C@@H](Cl)[C@@H](C)Cl.O=C1OC[C@@H](F)O1.O=C1OC[C@@H](F)O1
- HOMO energy (eV) = -7.667
- largest force on an atom (eV/A) = 3.6

Geometry as ORCA input:
```
! wB97M-V def2-TZVPD RIJCOSX def2/J DEFGRID3
* xyz 0 1
C 0.971 -0.068 4.808
C 0.699 -1.439 4.140
B 1.075 -1.413 2.596
O 2.330 -1.834 2.250
P -0.224 -0.879 1.322
C -1.584 0.011 2.251
C -2.894 -0.830 2.397
C -2.721 -2.314 2.196
O -2.891 -2.841 1.181
O -2.341 -3.004 3.328
C 0.444 0.444 0.152
Cl 2.185 0.729 0.454
C 0.139 0.182 -1.373
C 1.319 0.411 -2.301
Cl -0.369 -1.543 -1.648
H 1.425 -0.259 5.770
H 1.671 0.531 4.245
H 0.068 0.490 5.004
H 1.331 -2.172 4.638
H -0.323 -1.746 4.339
H 2.572 -2.538 2.867
H -1.805 0.933 1.719
H -1.278 0.290 3.246
H -3.601 -0.448 1.681
H -3.324 -0.680 3.382
H -3.138 -3.364 3.742
H -0.079 1.354 0.396
H -0.702 0.777 -1.676
H 1.888 -0.493 -2.423
H 0.908 0.625 -3.283
H 1.925 1.251 -2.038
C -5.227 0.920 -2.282
C -5.891 1.081 -0.937
O -4.782 1.177 -0.059
C -3.750 1.710 -0.777
O -2.761 2.158 -0.301
O -4.014 1.660 -2.105
F -6.628 -0.004 -0.604
H -4.990 -0.123 -2.497
H -5.816 1.328 -3.100
H -6.507 1.976 -0.840
C 5.875 -0.155 -3.809
C 6.456 1.087 -4.440
O 5.324 1.928 -4.563
C 4.458 1.580 -3.562
O 3.537 2.234 -3.208
O 4.806 0.382 -3.026
F 6.960 0.838 -5.673
H 5.471 -0.839 -4.557
H 6.586 -0.688 -3.184
H 7.215 1.588 -3.837
*
```



Entry from OMol25: one molecule with the formula C2H9NP2 in a non-equilibrium geometry (ωB97M-V/def2-TZVPD).

Properties
- SMILES string = CPN(C)P
- HOMO energy (eV) = -8.552
- largest force on an atom (eV/A) = 4.0
- energy above the lowest of the compared OMol25 structures with the same formula, charge and spin (kcal per mole) = 6.9

Geometry as ORCA input:
```
! wB97M-V def2-TZVPD RIJCOSX def2/J DEFGRID3
* xyz 0 1
C -0.618 -1.498 -0.751
C 1.268 0.563 0.837
N -1.033 -0.042 -0.794
P -2.223 0.476 0.520
P 0.624 0.823 -0.823
H -0.027 -1.655 0.115
H -1.534 -2.158 -0.670
H -0.155 -1.724 -1.718
H 1.919 -0.338 0.843
H 0.489 0.514 1.479
H 1.952 1.420 0.894
H -2.547 1.552 -0.158
H -1.488 1.233 1.452
H 0.195 2.198 -0.673
*
```